1.
Formula: C25H66NO11
Source: the OMol25 dataset
Level of theory: ωB97M-V/def2-TZVPD

Last column: Mulliken charge in e.
Geometry (Å):
C1 -6.1141 -1.4301 -1.6253  -1.076
C2 -5.2966 -1.3097 -3.0693  0.386
C3 -6.2802 -0.6313 -4.2398  -1.131
C4 -4.8124 -2.7523 -3.6785  -0.897
C5 -3.5684 -3.4640 -2.8830  0.576
C6 -2.9656 -4.6359 -3.9129  -0.589
C7 -2.3853 -2.3806 -2.5456  -0.750
O1 -1.0831 -2.9668 -2.1893  -0.419
C8 -0.1739 -1.7754 -2.1219  0.531
N1 0.7800 -1.7489 -3.3152  -0.753
C9 0.6106 -1.6689 -0.6605  0.196
O2 0.4906 -0.5328 0.0501  -0.699
O3 1.4238 -2.8058 -0.2010  -0.747
H1 -5.4504 -2.1274 -0.9326  0.285
H2 -6.2249 -0.3827 -1.0782  0.297
H3 -7.1509 -1.9640 -1.7289  0.274
H4 -4.4431 -0.5292 -2.8919  0.256
H5 -6.4977 0.4747 -3.9255  0.344
H6 -5.5877 -0.5723 -5.2096  0.301
H7 -7.2389 -1.2862 -4.4279  0.248
H8 -5.7464 -3.4815 -3.5950  0.227
H9 -4.6133 -2.5839 -4.8339  0.243
H10 -3.9342 -3.9974 -1.8799  0.360
H11 -3.5662 -4.5382 -4.9400  0.026
H12 -1.8391 -4.4681 -4.1861  0.115
H13 -3.1327 -5.7219 -3.5011  0.157
H14 -2.7665 -1.7570 -1.6032  0.259
H15 -2.3256 -1.6491 -3.4853  0.191
H16 -0.8013 -0.7629 -2.2036  0.210
H17 0.1472 -1.4886 -4.1300  0.259
H18 1.3827 -0.8987 -3.1852  0.293
C10 5.0323 -0.5408 -0.5472  -1.022
C11 4.4838 0.7791 -1.0483  -0.074
O4 3.0962 0.6549 -1.3226  -0.445
H19 4.8751 -1.3298 -1.2900  0.348
H20 6.1024 -0.4633 -0.3353  0.306
H21 4.5141 -0.8544 0.3649  0.270
H22 4.9891 1.0779 -1.9715  0.306
H23 4.6257 1.5703 -0.3057  0.046
H24 2.6555 0.3977 -0.4946  0.221
C12 0.0080 -4.0884 -7.9016  -1.064
C13 -0.7872 -5.1872 -7.2274  -0.251
O5 -2.1315 -4.7693 -7.0422  -0.406
H25 -0.0116 -3.1742 -7.2993  0.241
H26 1.0482 -4.3931 -8.0476  0.347
H27 -0.4259 -3.8377 -8.8751  0.346
H28 -0.3634 -5.4194 -6.2459  0.308
H29 -0.7831 -6.1007 -7.8299  0.267
H30 -2.5013 -4.5737 -7.9203  0.241
C14 5.2224 3.1021 3.1395  -0.875
C15 5.7936 1.7058 3.0051  -0.020
O6 6.3861 1.5452 1.7247  -0.477
H31 4.4727 3.2875 2.3633  0.045
H32 4.7577 3.2407 4.1198  0.357
H33 6.0065 3.8554 3.0113  0.375
H34 5.0033 0.9568 3.1120  0.300
H35 6.5533 1.5173 3.7699  0.046
H36 7.0922 2.2092 1.6431  0.259
C16 -5.6158 -8.0200 -7.1880  -1.176
C17 -4.6825 -7.2282 -6.2956  0.079
O7 -5.4174 -6.2576 -5.5648  -0.450
H37 -6.1383 -7.3556 -7.8841  0.292
H38 -5.0640 -8.7697 -7.7619  0.349
H39 -6.3837 -8.5258 -6.5936  0.336
H40 -3.9303 -6.7069 -6.8951  0.082
H41 -4.1660 -7.8840 -5.5880  0.254
H42 -6.0769 -6.7314 -5.0294  0.261
C18 0.4735 4.7700 2.2136  -1.102
C19 1.8811 4.2638 1.9759  -0.207
O8 1.9947 2.9197 2.4196  -0.494
H43 0.2184 4.7126 3.2769  0.303
H44 0.3705 5.8068 1.8810  0.343
H45 -0.2555 4.1536 1.6774  0.332
H46 2.6044 4.8688 2.5307  0.316
H47 2.1391 4.3059 0.9133  0.265
H48 1.3544 2.3894 1.9148  0.281
C20 9.1752 -0.5175 3.5529  -0.840
C21 10.1085 0.2742 4.4452  -0.243
O9 9.3736 1.2448 5.1761  -0.524
H49 8.6528 0.1469 2.8567  0.122
H50 9.7270 -1.2673 2.9789  0.356
H51 8.4073 -1.0233 4.1473  0.302
H52 10.8608 0.7956 3.8457  0.275
H53 10.6251 -0.3815 5.1529  0.253
H54 8.7141 0.7711 5.7115  0.296
C22 -2.7932 5.8521 6.2839  -0.962
C23 -2.1620 5.4595 4.9641  -0.268
O10 -0.7602 5.6810 5.0119  -0.522
H55 -2.5963 6.9060 6.5061  0.223
H56 -3.8748 5.6917 6.2619  0.405
H57 -2.3667 5.2682 7.1061  0.204
H58 -2.5751 6.0604 4.1484  0.299
H59 -2.3434 4.4037 4.7411  0.278
H60 -0.4019 5.1365 5.7339  0.282
C24 -2.2126 7.7727 10.1467  -1.026
C25 -1.6413 6.3763 10.0123  -0.264
O11 -1.0488 6.2158 8.7319  -0.426
H61 -2.9622 7.9581 9.3705  0.257
H62 -2.6773 7.9113 11.1270  0.348
H63 -1.4284 8.5260 10.0185  0.321
H64 -2.4317 5.6274 10.1192  0.276
H65 -0.8816 6.1878 10.7771  0.277
H66 -0.3428 6.8798 8.6503  0.264

Forces on the atoms, in the same order (eV/Å):
1.1 -0.6 0.1
-1.5 0.5 -0.3
1.6 0.0 0.4
-0.6 0.3 0.9
1.0 -0.9 -0.7
-0.7 0.3 -0.8
-1.7 0.2 0.4
-0.6 3.1 -1.0
0.3 1.4 0.7
-1.5 0.8 0.3
3.3 -1.7 4.0
0.2 -4.5 -3.6
-4.5 5.9 -2.9
-1.4 1.5 -1.3
0.1 -2.2 -1.3
1.9 1.1 0.0
-1.3 -1.7 -0.4
0.0 -2.1 -0.6
-1.8 -0.2 1.9
1.9 1.5 0.3
1.9 1.4 -0.3
0.0 -0.5 2.5
0.7 1.3 -2.2
1.4 -0.4 2.4
-2.1 -0.3 0.9
0.4 2.1 -0.7
0.8 -1.0 -2.0
0.1 -1.5 1.8
1.0 -2.3 0.6
1.1 -0.5 1.2
-0.6 -1.1 0.1
0.3 -0.2 0.0
-0.4 -0.2 0.3
0.0 0.3 -0.1
0.0 0.1 0.1
0.0 0.0 0.1
0.1 0.1 -0.1
-0.2 0.0 0.0
0.3 0.0 0.0
-0.2 -0.2 -0.4
0.2 0.1 0.0
0.0 0.2 -0.2
-0.4 0.0 -0.3
0.0 -0.2 0.0
-0.1 0.1 0.0
0.1 -0.1 0.0
-0.3 0.1 -0.1
0.2 -0.1 0.0
0.2 -0.1 0.5
-0.2 0.2 0.0
0.0 0.3 0.0
0.5 0.0 -0.2
0.1 -0.2 0.2
0.0 0.1 -0.1
0.1 -0.1 0.1
0.2 0.1 -0.2
-0.1 0.0 0.2
-0.4 -0.3 0.0
-0.1 -0.1 -0.2
-0.2 -0.1 0.1
-0.3 0.0 0.2
0.1 0.0 0.1
-0.1 0.0 0.0
0.1 -0.1 0.0
-0.1 0.1 0.3
0.2 -0.1 -0.1
0.4 0.3 -0.3
-0.1 0.1 0.1
-0.4 -0.3 -0.2
0.0 -0.2 0.0
0.1 0.1 -0.3
-0.1 0.0 0.0
0.1 0.1 -0.1
0.0 -0.2 0.0
0.1 0.2 0.0
0.3 0.1 0.2
0.0 0.0 -0.2
-0.3 -0.3 0.0
-0.2 0.2 0.4
0.1 -0.1 0.1
-0.1 0.0 0.0
0.1 -0.1 0.0
-0.1 0.1 0.2
0.2 -0.1 -0.1
0.3 0.3 -0.3
-0.3 -0.1 0.1
0.0 -0.1 0.3
0.3 0.0 0.3
0.0 -0.2 -0.1
0.0 0.0 0.0
-0.1 0.1 -0.2
0.3 -0.1 0.0
-0.2 0.0 -0.1
-0.2 0.3 -0.3
-0.2 0.1 0.1
0.2 0.3 -0.1
0.5 0.1 0.0
0.1 -0.1 0.1
0.0 0.1 -0.1
0.0 -0.1 0.1
0.2 0.0 -0.2
-0.1 0.0 0.2
-0.4 -0.4 0.0

E_LUMO, hartree: 0.072
Energy above the lowest of the compared OMol25 structures with the same formula, charge and spin, kJ/mol: 282.03
Net charge: -1

2.
Formula: C3H3N3O
Source: the OMol25 dataset
Level of theory: ωB97M-V/def2-TZVPD

Last column: Mulliken charge in e.
Geometry (Å):
O1 1.9017 -0.4659 0.1956  -0.442
C1 0.6118 -0.1292 0.1010  0.650
C2 0.2579 1.2157 0.0439  -0.342
N1 -0.9956 1.5914 -0.1919  -0.231
N2 -1.9746 0.7227 -0.3349  -0.314
C3 -1.7820 -0.6009 -0.1734  -0.312
N3 -0.4404 -0.9711 0.0430  -0.103
H1 2.0228 -1.4197 0.2890  0.344
H2 0.9846 2.0177 0.1426  0.430
H3 -0.5861 -1.9607 -0.1147  0.320

Forces on the atoms, in the same order (eV/Å):
-0.4 -0.3 0.0
-0.7 0.0 -0.1
0.0 0.0 0.0
0.2 0.0 0.0
-0.1 0.2 0.2
-0.2 0.6 -0.1
-0.5 0.3 -0.5
0.0 0.0 0.0
0.0 -0.3 0.0
1.8 -0.4 0.5

E_LUMO, hartree: -0.010
Energy above the lowest of the compared OMol25 structures with the same formula, charge and spin, kJ/mol: 397.11
Net charge: 0

3.
Formula: C2H5ClNOP
Source: the OMol25 dataset
Level of theory: ωB97M-V/def2-TZVPD

Last column: Mulliken charge in e.
Geometry (Å):
O1 -0.6528 -0.6080 -1.9789  -0.440
C1 -0.6078 0.1260 -1.0361  0.068
C2 0.4724 0.2676 0.0042  -0.222
P1 1.0162 -1.5698 0.2620  -0.115
N1 -0.1819 0.7613 1.2063  -0.492
Cl1 -0.6986 2.4400 1.0979  -0.105
H1 -1.4704 0.8782 -0.9176  0.245
H2 1.3247 0.8417 -0.1239  0.547
H3 -0.4179 -1.7549 0.7151  0.094
H4 0.7185 -2.0185 -1.1399  0.102
H5 0.4975 0.6362 1.9108  0.317

Forces on the atoms, in the same order (eV/Å):
0.2 -0.3 -0.2
-1.2 2.4 -1.0
-1.5 -2.1 0.3
-2.0 -0.1 0.0
-1.3 -0.7 -0.5
0.7 -0.6 0.1
0.8 -0.9 0.3
1.6 1.2 -1.5
1.6 -0.4 -0.4
0.4 0.6 1.5
0.6 0.7 1.5

E_LUMO, hartree: 0.014
Energy above the lowest of the compared OMol25 structures with the same formula, charge and spin, kJ/mol: 377.76
Net charge: 0

4.
Formula: C37H75NO25S4
Source: the OMol25 dataset
Level of theory: ωB97M-V/def2-TZVPD

Last column: Mulliken charge in e.
Geometry (Å):
C1 -0.1357 -1.6261 0.3306  -0.095
N1 -0.0101 -0.5226 -0.6459  1.333
O1 -0.1411 -0.7599 -1.8427  -0.515
O2 0.3234 0.5996 -0.2342  -0.418
H1 -0.3343 -2.5524 -0.2085  -0.020
H2 -1.0098 -1.3573 0.9236  -0.155
H3 0.7014 -1.5889 1.0277  0.019
O3 -1.8266 1.1746 2.6297  -0.624
S1 -2.9385 1.4390 1.7882  1.316
O4 -3.4693 0.3208 0.9321  -0.661
C2 -4.2477 2.2865 2.7537  -0.977
C3 -4.7528 3.4772 1.8859  -0.766
C4 -3.4284 4.0495 1.2986  -0.691
C5 -2.5393 2.9183 0.7256  0.007
H4 -3.7003 2.7542 3.5721  0.352
H5 -4.9024 1.5489 3.2179  0.546
H6 -5.4676 3.1814 1.1180  0.299
H7 -5.3473 4.1601 2.4929  0.411
H8 -2.9151 4.6783 2.0260  0.338
H9 -3.6129 4.6826 0.4307  0.342
H10 -1.4737 3.1429 0.7713  -0.490
H11 -2.7591 2.6933 -0.3181  0.377
O5 -1.8705 -0.7345 5.5751  -0.647
S2 -3.1606 -1.2415 5.0681  1.081
O6 -4.2939 -0.3045 4.9191  -0.632
C6 -2.8792 -2.1969 3.4506  0.006
C7 -3.7639 -3.4038 3.4584  -0.345
C8 -4.1060 -3.7662 4.9114  -0.799
C9 -3.6352 -2.7757 5.9699  -0.681
H12 -1.8575 -2.5677 3.5336  0.175
H13 -2.9782 -1.5451 2.5826  -0.092
H14 -4.6705 -3.2709 2.8681  0.297
H15 -3.1146 -4.1894 3.0718  0.158
H16 -3.8420 -4.8127 5.0640  0.398
H17 -5.1837 -3.6133 4.8554  0.227
H18 -2.7065 -3.1254 6.4208  0.304
H19 -4.2981 -2.4965 6.7888  0.515
O7 -0.9031 1.5291 -7.0318  -0.685
S3 -1.6918 0.6185 -6.1892  1.125
O8 -1.7543 -0.8150 -6.5157  -0.655
C10 -1.2853 0.8762 -4.4355  -0.148
C11 -1.7938 2.2902 -4.1729  -0.216
C12 -3.1798 2.3704 -4.8648  -0.767
C13 -3.2961 1.3782 -6.0707  -0.669
H20 -0.2305 0.6916 -4.2321  0.014
H21 -1.7434 0.0700 -3.8627  0.152
H22 -1.8436 2.6911 -3.1605  0.114
H23 -1.0456 2.9211 -4.6528  0.289
H24 -3.3565 3.3609 -5.2841  0.329
H25 -3.9702 2.1958 -4.1349  0.348
H26 -3.6289 1.7124 -7.0534  0.450
H27 -3.9890 0.5618 -5.8673  0.288
O9 1.5943 4.3246 2.8731  -0.637
S4 2.7851 3.5172 3.1176  1.196
O10 4.0895 3.9938 2.7282  -0.703
C14 2.8851 2.7395 4.7626  -0.770
C15 2.4416 1.2431 4.5076  -1.346
C16 1.8205 0.9700 3.0955  1.604
C17 2.5951 1.9506 2.1892  -0.492
H28 2.1255 3.1987 5.3953  0.329
H29 3.8829 2.7985 5.1972  0.428
H30 3.3070 0.5922 4.6316  0.372
H31 1.7896 0.8027 5.2619  0.628
H32 0.7355 1.0564 3.0362  0.036
H33 1.9542 -0.0836 2.8502  -0.905
H34 2.4914 2.0694 1.1107  0.056
H35 3.5902 1.5084 2.2373  0.169
C18 6.5668 3.5162 -0.6907  -1.442
C19 5.0839 3.6596 -0.5069  0.239
O11 4.4114 2.6518 -1.2821  -0.372
C20 4.2482 1.3358 -0.8606  0.626
O12 4.7866 0.8868 0.1160  -0.529
O13 3.4771 0.6094 -1.6516  0.036
C21 2.7214 1.0915 -2.7873  -0.251
H36 7.1401 4.1589 -0.0226  0.377
H37 6.9680 3.6820 -1.6905  0.373
H38 6.9607 2.5109 -0.5413  0.278
H39 4.7541 4.6513 -0.8165  0.339
H40 4.8376 3.5542 0.5496  0.074
H41 3.3217 1.1623 -3.6943  0.471
H42 2.2114 2.0419 -2.6300  -0.063
H43 1.8862 0.4027 -2.9144  -0.063
C22 3.9989 -3.1039 -2.1251  -0.955
C23 2.5239 -3.5920 -2.4328  0.241
O14 2.6591 -5.0079 -2.3432  -0.250
C24 1.5983 -5.7430 -2.0639  0.727
O15 0.4154 -5.2728 -1.9902  -0.549
O16 2.0065 -7.0265 -2.0039  -0.327
C25 0.9581 -7.9779 -1.7906  -0.642
H44 4.4727 -3.7600 -1.3949  0.229
H45 3.9910 -2.0542 -1.8314  0.111
H46 4.5828 -3.0125 -3.0409  0.435
H47 2.0479 -3.1111 -3.2873  0.370
H48 1.9222 -3.3311 -1.5621  -0.234
H49 0.2538 -7.8525 -2.6130  0.313
H50 0.4510 -7.8584 -0.8332  0.270
H51 1.4512 -8.9392 -1.9358  0.227
C26 2.3472 -3.5722 4.9525  -1.580
C27 2.5151 -2.1967 4.2699  0.670
O17 3.8404 -2.1603 3.6882  -0.350
C28 4.0304 -2.4914 2.4315  0.841
O18 3.1001 -2.4793 1.6115  -0.482
O19 5.2895 -2.4588 2.1762  -0.363
C29 5.8766 -2.6393 0.8884  -0.424
H52 1.3723 -3.6137 5.4381  0.386
H53 3.1243 -3.6981 5.7064  0.385
H54 2.4260 -4.4128 4.2632  0.350
H55 2.4415 -1.3644 4.9699  0.071
H56 1.8402 -2.1895 3.4141  -0.156
H57 5.8667 -1.7163 0.3088  0.146
H58 5.4170 -3.4688 0.3510  0.196
H59 6.9212 -2.9181 1.0267  0.308
C30 -0.2569 9.1347 -2.5604  -1.215
C31 0.3058 7.8711 -1.8535  -0.172
O20 -0.7923 7.0196 -1.7331  -0.260
C32 -0.7082 5.7026 -1.3769  0.564
O21 -1.6330 4.9250 -1.4462  -0.465
O22 0.5568 5.3943 -0.9108  -0.364
C33 1.0336 4.0960 -0.7929  0.508
H60 -0.2666 9.2184 -3.6471  0.337
H61 0.4238 9.9742 -2.4188  0.387
H62 -1.1835 9.4969 -2.1150  0.303
H63 0.7508 8.0257 -0.8705  0.302
H64 1.1277 7.4211 -2.4104  0.290
H65 0.3817 3.4048 -0.2587  -0.236
H66 1.9435 3.9084 -0.2229  -0.040
H67 1.0369 3.6056 -1.7663  0.124
C34 -3.7945 -4.5863 -0.3598  -1.310
C35 -2.9626 -3.9043 -1.4078  0.848
O23 -3.8156 -2.9453 -2.0874  -0.257
C36 -4.3441 -3.1462 -3.3626  0.570
O24 -4.9733 -2.3003 -4.0056  -0.596
O25 -4.0636 -4.3839 -3.8311  -0.299
C37 -4.6818 -4.9354 -5.0242  -0.754
H68 -4.4349 -5.4189 -0.6507  0.373
H69 -4.4458 -3.8435 0.1008  0.324
H70 -3.1599 -5.0124 0.4173  0.357
H71 -2.3415 -4.6070 -1.9633  0.362
H72 -2.2551 -3.2835 -0.8581  -0.467
H73 -5.7033 -5.2413 -4.7982  0.320
H74 -4.2070 -5.8721 -5.3162  0.279
H75 -4.6817 -4.3996 -5.9734  0.302

Forces on the atoms, in the same order (eV/Å):
-0.9 0.3 0.4
1.4 1.6 -1.0
-0.2 -0.2 1.0
-0.7 -1.5 -0.1
0.5 0.1 0.1
-0.2 0.0 0.0
0.3 -0.2 -0.5
1.3 -0.7 1.2
-1.9 0.0 -3.1
0.9 2.1 1.8
0.2 0.3 -0.2
0.5 -1.1 0.1
-0.5 0.2 -1.0
-0.6 -0.5 0.9
0.3 -0.2 0.1
-0.2 0.1 -0.5
0.3 -0.3 -0.3
0.5 0.3 0.2
0.1 -0.3 0.1
-0.2 0.3 0.2
-0.1 -0.2 0.4
-0.3 -0.1 0.2
-1.9 -0.7 -0.5
0.8 0.5 -1.1
1.4 -1.5 0.3
0.4 1.1 0.8
0.9 0.1 0.0
-2.0 0.5 -0.2
1.3 0.3 -0.2
0.2 0.5 0.1
0.0 0.2 0.2
0.2 -0.2 -0.1
-0.6 -0.2 -0.5
-0.2 0.2 0.6
-0.2 -0.9 0.7
0.1 0.2 0.0
-0.3 -0.2 -0.4
-0.4 -1.0 1.0
0.6 -0.5 -1.0
0.2 1.9 0.4
0.2 -0.5 0.5
0.2 -0.1 -0.8
-0.2 0.6 -1.0
-0.5 -0.9 0.9
0.2 0.4 -0.5
-0.6 0.1 -0.1
0.0 -0.7 0.2
-0.3 0.3 -0.3
0.1 0.2 0.3
0.0 -0.2 -0.1
0.5 0.6 0.1
0.0 -0.1 0.4
1.0 -0.4 0.9
-0.5 -1.5 -1.9
0.1 0.9 0.4
-1.6 -1.0 -0.3
0.1 -0.6 -0.1
-0.3 0.8 -0.1
0.9 -1.0 1.2
0.2 0.3 0.0
-0.1 0.3 -0.3
0.4 0.3 -0.4
-0.4 0.8 0.2
-0.1 0.6 0.3
0.6 0.2 -0.3
-1.0 0.3 0.2
0.5 0.4 0.0
1.5 -0.3 -0.3
0.7 -0.8 0.7
-1.5 -1.3 -0.7
1.1 2.3 0.1
-0.2 -0.1 -0.2
-0.4 0.0 -0.4
-0.5 0.3 0.1
-0.2 0.1 0.1
-0.6 0.6 -0.3
-0.5 -0.2 0.6
-0.3 -0.3 -0.4
-0.1 -0.1 0.0
0.2 -0.1 0.2
0.5 0.2 0.4
0.4 -0.4 0.0
-1.3 0.7 -1.3
1.7 1.1 2.6
-0.2 -0.8 -0.8
-3.2 1.5 -0.8
3.9 -2.2 0.2
-0.7 1.2 0.6
0.0 -0.1 -1.0
-0.2 0.2 -0.2
-0.2 -0.1 0.7
0.2 -0.8 -0.1
0.2 -0.9 -0.5
-0.1 0.3 -0.1
-0.3 -0.1 0.2
0.2 0.0 0.0
-0.2 0.0 0.5
0.2 0.7 0.3
0.3 -2.1 -0.9
0.6 -0.1 1.9
-3.4 2.5 -2.3
1.4 -1.2 0.6
2.2 -0.6 0.4
0.0 -0.4 -0.5
0.0 0.0 0.1
-0.1 0.0 0.1
0.0 0.2 -0.2
-0.1 -0.2 -0.3
-0.3 0.6 0.3
-0.4 0.0 0.1
-0.2 0.3 0.1
-0.1 0.1 0.4
1.3 1.0 0.7
0.7 1.1 -0.7
-1.4 -2.9 0.4
0.9 -0.3 0.3
1.0 1.0 0.0
-0.7 2.2 -0.2
-1.3 -2.9 -0.1
-0.6 -1.2 -0.1
0.4 0.0 0.7
-0.1 -0.4 -0.2
-0.3 0.6 0.1
-0.2 -0.2 -0.4
-0.7 0.4 0.3
0.4 1.3 -0.4
0.6 0.3 -0.2
-0.5 -0.5 0.8
-0.1 0.1 0.7
-0.5 -0.3 -2.7
-0.5 1.0 -1.0
1.6 -1.9 2.2
0.2 -0.2 -0.2
-0.6 -0.5 -0.1
0.0 0.1 -0.6
0.1 0.0 0.1
0.2 0.1 0.1
-0.5 0.3 -0.8
0.0 0.3 -0.3
-0.1 0.4 0.1
0.6 0.1 0.8
0.2 1.0 0.6

E_LUMO, hartree: 0.004
Net charge: 0

Across the entries above, Kohn-Sham gap takes the values 6.05; 8.31; 10.28; 10.00 eV, respectively.